Entry from the Open Molecules 2025 dataset: a 12-piece molecular cluster, C22H68O12 overall (ωB97M-V/def2-TZVPD).

Energy above the lowest of the compared OMol25 structures with the same formula, charge and spin   4.5180 eV
SMILES string   CC(C)O.CC(C)O.CC(C)O.CC(C)O.CC(C)O.CO.CO.CO.CO.CO.CO.CO

ORCA input file:
```
! RIJCOSX wB97M-V def2-TZVPD def2/J DEFGRID3
* xyz 0 1
C 2.675 -6.795 -1.160
C 3.842 -7.255 -1.997
C 3.774 -8.773 -2.372
O 3.704 -6.594 -3.209
H 2.721 -7.326 -0.209
H 1.725 -7.066 -1.621
H 2.643 -5.718 -0.989
H 4.777 -6.997 -1.499
H 2.796 -9.102 -2.721
H 4.066 -9.438 -1.559
H 4.558 -9.069 -3.069
H 4.459 -6.840 -3.748
C 3.383 8.272 0.627
C 2.558 9.408 1.283
C 1.352 9.019 2.008
O 3.531 10.165 2.042
H 3.883 7.648 1.368
H 4.181 8.682 0.009
H 2.770 7.619 0.004
H 2.193 10.099 0.523
H 1.664 8.277 2.744
H 0.577 8.537 1.413
H 0.832 9.866 2.455
H 3.023 10.709 2.647
C -3.138 -0.236 0.636
C -2.282 1.065 0.734
C -1.187 1.054 1.802
O -1.653 1.180 -0.512
H -2.550 -1.153 0.626
H -3.844 -0.231 -0.194
H -3.736 -0.147 1.543
H -2.954 1.913 0.869
H -0.640 1.996 1.842
H -0.524 0.197 1.680
H -1.668 0.962 2.776
H -1.567 0.305 -0.896
C -5.242 -5.820 -5.067
C -6.385 -6.614 -5.798
C -7.140 -7.653 -4.937
O -7.318 -5.647 -6.264
H -4.836 -5.028 -5.696
H -4.409 -6.449 -4.753
H -5.582 -5.358 -4.140
H -5.909 -7.085 -6.657
H -7.639 -7.380 -4.007
H -6.477 -8.459 -4.623
H -7.903 -8.127 -5.553
H -6.806 -5.107 -6.870
C 6.419 0.885 -2.727
C 6.662 0.940 -1.221
C 7.344 -0.295 -0.567
O 7.431 2.076 -1.019
H 7.367 0.852 -3.264
H 5.906 1.784 -3.070
H 5.880 -0.053 -2.860
H 5.708 1.024 -0.700
H 6.894 -1.246 -0.852
H 7.326 -0.103 0.506
H 8.390 -0.410 -0.851
H 7.255 2.331 -0.110
C -0.856 5.298 8.365
O 0.514 5.177 8.800
H -1.435 4.484 8.801
H -1.291 6.225 8.740
H -0.965 5.209 7.284
H 0.702 4.245 8.929
C 5.626 3.129 5.261
O 6.844 3.702 4.781
H 5.194 2.639 4.388
H 5.730 2.404 6.068
H 4.999 3.951 5.606
H 7.058 4.332 5.473
C -2.522 5.296 -5.757
O -3.478 4.972 -4.804
H -2.460 4.507 -6.507
H -2.900 6.121 -6.362
H -1.592 5.559 -5.254
H -3.034 4.506 -4.092
C -3.996 -4.970 5.718
O -4.664 -4.574 6.973
H -4.605 -5.404 4.925
H -3.477 -4.139 5.240
H -3.335 -5.801 5.960
H -5.245 -3.840 6.756
C 0.315 -0.942 9.359
O 1.612 -0.388 9.271
H -0.149 -0.994 8.373
H 0.390 -1.977 9.690
H -0.315 -0.363 10.034
H 2.259 -1.092 9.187
C 0.470 -1.140 -5.824
O 0.593 -1.956 -4.668
H 0.991 -0.190 -5.703
H 0.894 -1.671 -6.677
H -0.582 -0.955 -6.040
H 1.391 -2.489 -4.677
C -8.780 1.036 -5.213
O -8.436 2.013 -4.270
H -8.908 1.439 -6.218
H -8.053 0.228 -5.289
H -9.725 0.600 -4.890
H -7.658 2.521 -4.512
*
```